(1)
# C3H8N5S

The ion C3H8N5S with charge +1 (ωB97M-V/def2-TZVPD, OMol25).

Each line ends with the natural charge from an NBO analysis.
Cartesian coordinates (Å):
C -1.67055 -1.54345 0.56627  0.22
C 1.12933 -0.39297 -0.99190  -0.48
C 2.04748 1.00754 0.77663  -0.45
N -0.66534 -1.18024 1.21528  -0.21
N -2.03765 -0.91018 -0.56153  -0.17
N -2.35726 0.17754 -0.95362  -0.21
N 1.03083 0.10328 0.32248  -0.09
N 0.14809 -0.19208 1.24418  0.15
S -2.84330 1.29955 0.11276  0.31
H -2.15535 -2.48425 0.61114  0.25
H 0.21607 -0.78290 -1.31604  0.23
H 1.29934 0.44167 -1.74126  0.26
H 1.84183 -1.28355 -1.10080  0.26
H 2.04117 0.84933 1.90629  0.26
H 3.01155 0.60833 0.35225  0.24
H 2.05341 2.16893 0.55258  0.26
H -3.08964 2.11346 -0.99471  0.18

Computed properties:
Gap between HOMO and LUMO (spin up / spin down) = 8.45 / 8.45 eV
LUMO (spin up / spin down) = -5.11 / -5.11 eV
HOMO energy (spin up / spin down) = -13.5656 / -13.5654 eV
Relative energy (zero: lowest compared OMol25 entry of this formula, charge and spin) = 522.2 kJ/mol
Total charge = +1

---

(2)
# C50H48BN3O19PS

A cluster of 5 separate species, C50H48BN3O19PS in total (ωB97M-V/def2-TZVPD, OMol25).

Each line ends with the Mulliken charge.
Cartesian coordinates (Å):
C 3.28324 -1.19125 4.31123  -1.29
C 2.26627 -2.04401 3.51306  -0.30
B 0.79368 -1.65011 3.86189  0.17
O 0.42892 -1.72409 5.16548  -0.67
C -0.33989 -1.20981 2.80419  0.52
C -0.57532 0.14346 2.54284  -0.14
C 0.27883 1.13298 3.27828  -0.39
O -0.13923 1.66796 4.25130  -0.57
O 1.52846 1.32011 2.87748  -0.28
C 1.90122 0.87908 1.55584  1.12
C 3.30359 1.30903 1.25014  0.50
C 4.12775 0.41275 0.57982  -1.21
C 5.42356 0.75175 0.21306  -0.35
C 5.90093 2.01426 0.53586  -0.65
C 5.08085 2.90327 1.21886  -0.89
C 3.78528 2.57046 1.57888  -0.29
C -1.57618 0.56401 1.68595  0.89
C -1.84048 2.03354 1.48368  -0.42
C -0.79135 2.77766 0.69342  0.22
C -0.06624 3.78221 1.33016  0.20
C 0.87225 4.54851 0.65217  -1.11
C 1.09649 4.31475 -0.69759  -0.57
C 0.39574 3.29874 -1.33305  -1.40
C -0.54364 2.53615 -0.65797  0.46
C -2.33713 -0.41956 1.03572  1.22
C -3.40073 0.02219 0.07452  -2.42
C -4.69836 0.52918 0.77769  0.06
N -5.12271 -0.19493 1.97235  -0.49
N -2.10672 -1.73590 1.28900  0.86
P -3.09971 -2.97445 0.45623  0.14
S -2.16849 -3.77716 -1.01531  -0.26
C -1.12895 -2.14323 2.15864  0.33
C -0.92526 -3.60486 2.44970  -1.51
C -1.80293 -4.00727 3.63478  0.05
N -1.40295 -4.26763 4.79727  -0.66
H 3.50856 -1.68300 5.25186  0.39
H 4.22445 -1.11325 3.77998  0.33
H 2.89858 -0.20877 4.56222  0.26
H 2.48795 -2.05110 2.44901  0.38
H 2.40192 -3.07509 3.85167  0.59
H -0.37937 -1.23684 5.36657  0.40
H 1.85926 -0.19746 1.44311  -0.17
H 1.24738 1.34947 0.82377  -0.37
H 3.75372 -0.57100 0.32101  0.69
H 6.01777 0.03307 -0.32937  0.56
H 6.90393 2.28580 0.24681  0.44
H 5.47866 3.87910 1.45439  0.44
H 3.15455 3.26974 2.10411  0.56
H -2.79595 2.21456 1.01863  -1.21
H -1.90240 2.49776 2.46522  0.71
H -0.24109 3.98686 2.37762  0.47
H 1.40854 5.34278 1.14663  0.50
H 1.81069 4.92354 -1.22612  0.58
H 0.59299 3.13530 -2.38141  0.58
H -1.07055 1.75485 -1.18996  0.43
H -3.61535 -0.70659 -0.69846  0.92
H -2.98103 0.87254 -0.44997  0.09
H -4.65168 1.58759 0.98862  0.19
H -5.49375 0.41671 0.05198  0.14
H -5.24304 -1.18038 1.78765  0.28
H -4.48739 -0.05581 2.74714  0.25
H -4.30033 -2.35049 0.12191  0.14
H -3.35606 -3.88133 1.48536  0.10
H 0.10809 -3.79474 2.72739  0.38
H -1.12748 -4.22103 1.57678  0.61
H -2.87377 -4.06393 3.45324  0.28
H -0.38511 -4.19601 4.85444  0.34
C -9.27132 1.80520 -1.85078  -1.04
C -10.49058 1.43945 -2.27829  0.46
C -11.22839 0.27278 -1.67388  0.84
O -12.33327 0.01593 -2.10479  -0.60
C -10.57720 -0.48102 -0.61089  -0.95
C -9.36328 -0.11211 -0.18961  0.18
C -8.64080 1.06285 -0.78382  0.98
O -7.53642 1.32744 -0.32950  -0.47
O -8.70453 -0.74505 0.78240  -0.62
O -11.13071 2.06618 -3.25045  -0.58
H -8.73017 2.64052 -2.27470  0.66
H -11.10866 -1.32305 -0.19060  0.45
H -7.86940 -0.25501 0.90669  0.32
H -11.98618 1.60650 -3.35979  0.36
C 4.99613 -0.25524 -4.88315  -0.91
C 4.71128 -0.47873 -3.59498  0.35
C 4.91629 -1.82496 -2.95437  1.11
O 4.64333 -1.92799 -1.76845  -0.50
C 5.41631 -2.91243 -3.77209  -1.34
C 5.69964 -2.68946 -5.06348  0.30
C 5.51892 -1.33943 -5.70150  1.04
O 5.81515 -1.21866 -6.87390  -0.61
O 6.16232 -3.63687 -5.87172  -0.59
O 4.23136 0.45437 -2.77717  -0.58
H 4.85484 0.70832 -5.35205  0.46
H 5.54587 -3.87778 -3.30739  0.71
H 6.28751 -3.21520 -6.74384  0.36
H 4.13211 0.01700 -1.91005  0.20
C -3.59939 5.08355 -1.27097  -0.79
C -4.74144 4.39929 -1.12850  0.02
C -5.85365 4.49229 -2.13713  1.19
O -6.84889 3.81902 -1.94036  -0.44
C -5.67962 5.37098 -3.27792  -1.26
C -4.53692 6.05805 -3.42272  0.43
C -3.41217 5.94507 -2.42972  0.91
O -2.39834 6.58011 -2.63947  -0.63
O -4.31132 6.87597 -4.43985  -0.57
O -4.98552 3.57973 -0.10177  -0.53
H -2.79011 5.02117 -0.55474  0.60
H -6.49194 5.44197 -3.98721  0.47
H -3.41598 7.24246 -4.30784  0.36
H -5.88288 3.21277 -0.25554  0.16
C 10.03539 -5.16265 -0.74502  -0.92
C 9.00664 -4.92017 -1.56765  0.36
C 7.58962 -4.85875 -1.06755  0.94
O 6.71148 -4.61182 -1.87774  -0.51
C 7.33984 -5.09309 0.34003  -1.15
C 8.36803 -5.33945 1.16421  0.40
C 9.79015 -5.37764 0.67121  0.99
O 10.66355 -5.58963 1.48874  -0.61
O 8.21762 -5.56412 2.46117  -0.58
O 9.15775 -4.71605 -2.87174  -0.58
H 11.05785 -5.20734 -1.09206  0.44
H 6.31546 -5.06022 0.68258  0.49
H 9.11607 -5.71046 2.81753  0.37
H 8.26501 -4.56531 -3.23509  0.30

Computed properties:
Gap between HOMO and LUMO = 6.90 eV
LUMO = -4.24 eV
HOMO energy = -11.1358 eV
Total charge = +1

---

(3)
# C5H9NO

A cluster of 2 separate species, C5H9NO in total (ωB97M-V/def2-TZVPD, OMol25).

Each line ends with the natural charge from an NBO analysis.
Cartesian coordinates (Å):
C 1.85590 1.01214 0.32764  -0.72
C 0.57505 0.59786 -0.29869  0.64
C -0.70581 1.28015 0.14316  -0.75
O 0.62984 -0.33720 -1.06533  -0.59
H 1.94321 2.09392 0.39779  0.22
H 2.66988 0.57710 -0.25656  0.24
H 1.85574 0.56365 1.32623  0.26
H -0.96235 0.88878 1.13570  0.26
H -1.53964 1.07336 -0.53114  0.23
H -0.55859 2.35956 0.22832  0.23
C -1.15625 -1.71375 -0.79075  -0.60
C -0.46477 -1.59789 0.81222  0.28
N -0.05801 -1.38955 1.89494  -0.43
H -0.82886 -2.70068 -1.09079  0.24
H -2.17805 -1.60323 -0.49161  0.21
H -1.07729 -1.10422 -1.74113  0.28

Computed properties:
Gap between HOMO and LUMO = 10.13 eV
LUMO = 0.67 eV
SMILES = CC(C)=O.CC#N
HOMO energy = -9.4593 eV
Relative energy (zero: lowest compared OMol25 entry of this formula, charge and spin) = 335.5 kJ/mol

---

(4)
# C3H5O2S5

A cluster of 2 separate species, C3H5O2S5 in total (ωB97M-V/def2-TZVPD, OMol25).

Each line ends with the natural charge from an NBO analysis.
Cartesian coordinates (Å):
C 1.11978 -0.62819 0.34114  0.60
C 1.08884 0.61279 -0.04391  -0.50
C -1.88309 -0.11141 0.10176  -0.52
O 1.15955 -0.94311 1.66426  -0.67
O 1.20422 -1.64541 -0.55498  -0.68
S 1.14291 0.99535 -1.80413  -0.13
S 1.14801 2.00272 1.04829  -0.08
S -2.06628 -1.56873 -1.07151  -0.13
S -1.75091 -0.50054 1.66857  -0.14
S -2.03910 1.43259 -0.57262  -0.28
H 0.89177 -1.31143 -1.34574  0.50
H -0.18801 2.32142 0.83952  0.18
H -0.86805 -2.18271 -0.62504  0.15
H 1.19688 -0.14745 2.18054  0.51
H -0.15653 1.67410 -1.82614  0.18

Computed properties:
Gap between HOMO and LUMO = 6.91 eV
LUMO = 2.98 eV
HOMO energy = -3.9372 eV
Relative energy (zero: lowest compared OMol25 entry of this formula, charge and spin) = 133.4 kJ/mol
Total charge = -1

---

(5)
# C5H8O

The molecule C5H8O (ωB97M-V/def2-TZVPD, OMol25).

Each line ends with the natural charge from an NBO analysis.
Cartesian coordinates (Å):
O -0.86659 1.03193 1.26470  -0.71
C -0.04608 -0.10200 1.35393  0.06
C 0.20139 -1.14282 0.27309  -0.24
C -0.37362 -0.39652 -0.92614  -0.41
C 0.86241 0.54519 -0.81780  -0.37
C 1.20372 -0.04752 0.56452  -0.25
H -1.72848 0.85513 1.65524  0.47
H -0.16894 -0.66087 2.26646  0.18
H 0.29518 -2.17525 0.62248  0.22
H -1.28655 0.15981 -0.65541  0.21
H -0.57208 -0.96215 -1.82707  0.21
H 1.59808 0.23563 -1.56429  0.21
H 0.70622 1.62725 -0.86076  0.21
H 2.17779 -0.03792 1.04588  0.22

Computed properties:
Gap between HOMO and LUMO = 9.92 eV
LUMO = 0.89 eV
SMILES = O[C@H]1[C@H]2CC[C@@H]12
HOMO energy = -9.0331 eV
Relative energy (zero: lowest compared OMol25 entry of this formula, charge and spin) = 258.6 kJ/mol

---

(6)
# C2HBrF2S

A cluster of 2 separate species, C2HBrF2S in total (ωB97M-V/def2-TZVPD, OMol25).

Each line ends with the natural charge from an NBO analysis.
Cartesian coordinates (Å):
C 0.54726 0.35341 0.34391  -0.53
C 0.34298 -0.66750 -0.50184  0.87
F -0.25703 -1.86469 -0.20256  -0.27
F 0.55088 -0.48780 -1.79534  -0.26
S 0.41677 0.43004 2.04900  0.30
Br -2.61319 1.10487 0.34116  -0.36
H 1.01234 1.13167 -0.23434  0.25

Computed properties:
Gap between HOMO and LUMO (spin up / spin down) = 4.97 / 4.73 eV
LUMO (spin up / spin down) = -4.12 / -4.36 eV
HOMO energy (spin up / spin down) = -9.0881 / -9.0852 eV
Relative energy (zero: lowest compared OMol25 entry of this formula, charge and spin) = 290.0 kJ/mol

---

Values for largest force on an atom, Eh/bohr, ordered as above
0.065, 0.039, 0.057, 0.094, 0.026, 0.079